{"formula": "C29H45BBrN9O3SW", "method": "ωB97M-V/def2-TZVPD", "elements": ["W", "C", "C", "C", "C", "C", "N", "N", "B", "N", "N", "C", "C", "C", "C", "C", "N", "N", "C", "C", "C", "C", "C", "H", "H", "H", "H", "H", "H", "H", "H", "H", "H", "H", "H", "H", "H", "H", "H", "H", "H", "H", "H", "H", "H", "C", "C", "N", "O", "C", "C", "N", "O", "H", "H", "H", "H", "H", "H", "H", "C", "C", "C", "C", "C", "Br", "N", "C", "H", "H", "H", "H", "H", "H", "C", "C", "S", "O", "C", "C", "H", "H", "H", "H", "H", "H", "H", "H", "H", "H"], "xyz": [[-0.07010, 0.01703, -0.28746], [0.36172, -2.86678, 2.06231], [-0.45211, -1.68696, 2.48609], [-1.16445, -1.55480, 3.67142], [-1.75551, -0.30257, 3.62384], [-2.61171, 0.36074, 4.65080], [-1.40636, 0.26691, 2.46271], [-0.59684, -0.56795, 1.75854], [-1.78738, 1.66215, 1.93064], [-0.50488, 2.45317, 1.69217], [0.56770, 1.85842, 1.08507], [1.62146, 2.65813, 1.35034], [3.05077, 2.42433, 0.97843], [1.20692, 3.74848, 2.11165], [-0.14464, 3.58172, 2.31643], [-1.10508, 4.46235, 3.04575], [-2.49383, 1.58390, 0.56304], [-1.74085, 1.44630, -0.58023], [-2.52352, 1.89469, -1.60053], [-2.12308, 2.11993, -3.02440], [-3.75776, 2.26243, -1.09704], [-3.70097, 2.06064, 0.27399], [-4.74076, 2.34526, 1.30512], [-0.27189, -3.74623, 1.92869], [1.08579, -3.11444, 2.84105], [0.89593, -2.68583, 1.13877], [-1.22943, -2.27288, 4.47438], [-2.76600, -0.31701, 5.48698], [-3.58524, 0.63904, 4.24492], [-2.14084, 1.26991, 5.02774], [-2.48552, 2.21285, 2.72209], [3.17701, 1.47588, 0.48974], [3.65263, 2.44776, 1.88822], [3.42553, 3.21979, 0.32995], [1.82979, 4.55238, 2.47514], [-0.62540, 5.41332, 3.26601], [-1.42798, 4.01961, 3.99051], [-1.99387, 4.65264, 2.44268], [-1.10806, 2.50121, -3.10480], [-2.79380, 2.86684, -3.44369], [-2.22060, 1.22537, -3.63551], [-4.58310, 2.67425, -1.65752], [-5.70335, 2.49414, 0.82045], [-4.49911, 3.25104, 1.86459], [-4.82921, 1.52531, 2.01804], [-2.64312, -3.58082, -0.62806], [-1.57045, -2.56616, -0.79531], [-1.74001, -1.31615, -0.49576], [-2.92836, -0.96382, 0.07643], [-0.26524, -2.85210, -1.30258], [0.17212, -4.11010, -1.96202], [0.51277, -1.80172, -1.19205], [1.64844, -1.80185, -1.73980], [-3.55966, -3.27256, -1.13439], [-2.86968, -3.73296, 0.43345], [-2.32554, -4.53842, -1.03112], [-3.33862, -1.76421, 0.42925], [0.38947, -4.88670, -1.22395], [1.07877, -3.91148, -2.52558], [-0.59429, -4.49340, -2.63815], [-1.08973, -1.43052, -5.53070], [-0.25512, -0.52482, -4.66550], [0.78377, 0.24001, -5.18674], [1.46999, 1.10892, -4.36182], [1.12649, 1.15055, -3.02761], [1.96598, 2.36528, -1.87675], [0.17959, 0.39331, -2.47600], [-0.50907, -0.39974, -3.31967], [-0.47061, -1.93601, -6.27107], [-1.84164, -0.85415, -6.07383], [-1.60964, -2.18431, -4.93981], [1.04117, 0.17224, -6.23800], [2.25693, 1.74776, -4.73700], [-1.31931, -0.95832, -2.87781], [4.59779, -2.37744, 2.41083], [3.93742, -1.08743, 1.92286], [3.01685, -1.43551, 0.39859], [1.90794, -0.33282, 0.47451], [4.17534, -0.98827, -0.93350], [5.40965, -0.15838, -0.62001], [5.06550, -2.21131, 3.38066], [5.37406, -2.72021, 1.72292], [3.86564, -3.17919, 2.51917], [4.66472, -0.29727, 1.75664], [3.17212, -0.72739, 2.61070], [3.52143, -0.51295, -1.66259], [4.45810, -1.96223, -1.34243], [5.18396, 0.76694, -0.09606], [5.87326, 0.11264, -1.56954], [6.14882, -0.71939, -0.04790]], "forces_ev_per_angstrom": [[0.5, 0.9, 1.6], [-0.1, 0.1, 0.1], [0.1, -0.1, -0.1], [0.0, -0.1, 0.1], [0.0, -0.1, 0.1], [0.0, 0.1, -0.1], [-0.1, 0.1, 0.0], [0.0, 0.0, -0.2], [0.0, 0.0, -0.1], [0.0, -0.2, 0.3], [-0.3, 0.2, -0.4], [0.1, -0.1, 0.1], [-0.1, 0.1, 0.1], [0.2, 0.1, 0.0], [0.0, 0.2, 0.0], [0.0, -0.1, 0.0], [0.1, 0.1, 0.0], [0.1, -0.4, 0.1], [0.1, 0.0, 0.0], [-0.1, 0.0, 0.1], [-0.1, 0.0, -0.1], [-0.1, 0.1, 0.0], [0.0, 0.0, 0.0], [0.0, 0.0, 0.0], [0.0, 0.0, 0.0], [0.0, 0.0, 0.0], [0.0, 0.1, -0.1], [0.0, 0.0, 0.0], [0.0, 0.0, 0.0], [0.0, 0.0, 0.0], [0.0, -0.1, -0.1], [0.1, -0.2, -0.1], [0.0, 0.0, 0.0], [0.0, 0.0, 0.1], [-0.1, -0.1, 0.0], [0.0, 0.0, 0.0], [0.0, 0.0, -0.1], [0.0, 0.0, 0.0], [0.0, 0.0, 0.0], [0.0, 0.0, 0.0], [0.0, 0.0, 0.0], [0.1, 0.0, 0.0], [0.0, 0.0, 0.0], [0.0, 0.0, 0.0], [0.0, 0.0, 0.0], [0.0, -0.1, 0.0], [0.0, -0.1, -0.1], [-0.3, 0.0, 0.0], [-0.3, 0.2, 0.0], [-0.1, 0.0, 0.1], [-0.1, 0.0, 0.0], [0.1, -0.8, -0.4], [0.6, 0.1, -0.1], [0.0, 0.0, 0.0], [0.0, 0.0, 0.0], [0.0, 0.0, 0.0], [-0.1, -0.1, 0.1], [0.0, 0.0, 0.0], [0.0, 0.0, 0.0], [0.0, 0.0, 0.0], [0.0, 0.1, 0.0], [-0.1, -0.1, -0.2], [0.0, 0.1, 0.0], [0.1, 0.0, -0.2], [0.1, 0.2, 0.4], [0.0, 0.0, -0.4], [0.2, 0.0, -0.5], [-0.1, -0.1, 0.1], [0.0, 0.0, 0.0], [0.0, 0.0, 0.0], [0.0, 0.0, 0.0], [0.0, 0.0, 0.0], [0.0, 0.0, 0.0], [0.0, -0.1, 0.0], [0.0, 0.0, -0.1], [0.0, -0.2, -0.1], [-0.1, 0.2, 0.1], [-0.4, 0.1, -0.4], [0.2, 0.0, 0.0], [0.0, -0.1, 0.0], [0.0, 0.0, 0.0], [0.0, 0.0, 0.0], [0.0, 0.0, 0.0], [-0.1, 0.1, 0.0], [0.0, 0.0, 0.0], [0.0, 0.0, 0.0], [-0.1, 0.1, 0.0], [0.0, 0.1, 0.0], [0.0, 0.0, 0.0], [0.0, 0.0, 0.0]], "mulliken_charge": [1.213, -1.107, 0.551, -1.731, 0.936, -1.416, 0.154, 0.779, -1.164, 0.607, 0.697, 0.579, -1.899, -1.758, 0.881, -1.484, 1.101, 0.299, 0.632, -1.184, -1.597, 0.717, -1.422, 0.234, 0.429, 0.133, 0.590, 0.420, 0.227, 0.280, -0.099, -0.008, 0.519, 0.470, 0.601, 0.421, 0.230, 0.274, 0.221, 0.536, 0.098, 0.627, 0.452, 0.244, 0.279, -1.815, 0.869, 0.344, -0.437, -0.092, -2.001, 1.355, -0.875, 0.342, 0.430, 0.534, 0.438, 0.358, 0.392, 0.473, -1.725, 0.759, -0.707, -1.023, -0.134, 0.120, 0.528, -0.978, 0.438, 0.341, 0.377, 0.519, 0.603, 0.815, -1.302, -0.455, 0.428, -0.594, -0.093, -1.412, 0.432, 0.336, 0.299, 0.482, 0.379, -0.074, 0.671, 0.313, 0.414, 0.369], "mol_weight_da": 874.36, "homo_lumo_gap_ev": [8.1, 6.9], "energy_ev": -133724.38135, "homo_energy_ev": [-13.7, -13.7], "fmax_ha_per_bohr": 0.0374, "lumo_energy_ha": [-0.2066, -0.2499], "s_squared": 2.020, "multiplicity": 3, "charge": 2}